Entry 1:
# C51H52N2P2S2SrTe

A molecular structure, C51H52N2P2S2SrTe in a non-equilibrium geometry (ωB97M-V/def2-TZVPD, OMol25).

The geometry in XYZ format:
```
111
Properties=species:S:1:pos:R:3
Sr 7.30 -19.83 -3.03
C 4.07 -17.99 -1.90
N 5.56 -18.01 -1.87
C 5.92 -17.64 -0.46
C 6.52 -18.83 0.29
N 7.81 -19.10 -0.34
C 8.36 -20.29 0.31
C 8.77 -18.00 -0.07
C 8.84 -17.33 1.13
C 9.93 -16.46 1.37
C 10.86 -16.22 0.40
C 10.77 -16.81 -0.84
C 9.70 -17.72 -1.08
S 9.69 -18.56 -2.64
C 6.15 -17.15 -3.05
C 6.96 -16.02 -2.80
C 7.51 -15.33 -3.82
C 7.30 -15.67 -5.15
C 6.53 -16.76 -5.42
C 5.86 -17.47 -4.41
S 5.03 -19.04 -4.70
H 3.82 -17.07 -1.47
H 3.66 -18.88 -1.43
H 3.72 -18.02 -3.00
H 5.07 -17.28 0.09
H 6.60 -16.84 -0.59
H 5.88 -19.70 0.13
H 6.53 -18.62 1.39
H 8.41 -20.30 1.40
H 9.30 -20.57 -0.15
H 7.60 -21.09 0.07
H 8.03 -17.56 1.82
H 10.06 -16.02 2.40
H 11.69 -15.58 0.70
H 11.56 -16.59 -1.58
H 7.31 -15.77 -1.76
H 8.07 -14.42 -3.65
H 7.75 -15.22 -6.04
H 6.51 -17.05 -6.49
C 6.24 -22.19 -6.54
C 5.50 -22.93 -5.44
P 6.04 -22.53 -3.62
C 7.11 -23.89 -3.03
C 7.74 -23.58 -1.89
C 8.61 -24.51 -1.23
C 8.82 -25.73 -1.82
C 8.24 -26.05 -3.02
C 7.26 -25.16 -3.58
C 4.47 -23.01 -2.69
C 3.65 -21.94 -2.39
C 2.45 -22.20 -1.70
C 2.11 -23.45 -1.32
C 2.91 -24.54 -1.68
C 4.18 -24.28 -2.25
C 7.75 -22.55 -6.59
P 8.74 -21.23 -5.78
C 10.41 -21.97 -5.78
C 11.45 -21.25 -5.13
C 12.71 -21.85 -4.98
C 12.99 -23.04 -5.61
C 12.07 -23.56 -6.48
C 10.74 -23.11 -6.50
C 8.90 -19.95 -7.09
C 9.41 -18.71 -6.83
C 9.79 -17.78 -7.78
C 9.62 -18.11 -9.17
C 9.05 -19.34 -9.46
C 8.75 -20.26 -8.46
H 5.91 -21.15 -6.35
H 5.66 -22.33 -7.47
H 5.50 -24.01 -5.56
H 4.39 -22.77 -5.49
H 7.66 -22.68 -1.32
H 9.04 -24.26 -0.28
H 9.43 -26.40 -1.28
H 8.52 -26.98 -3.51
H 6.70 -25.64 -4.40
H 3.84 -20.85 -2.61
H 1.88 -21.35 -1.40
H 1.21 -23.54 -0.76
H 2.55 -25.46 -1.33
H 4.81 -25.10 -2.51
H 8.11 -22.55 -7.61
H 7.96 -23.54 -6.10
H 11.28 -20.29 -4.61
H 13.39 -21.37 -4.35
H 13.91 -23.60 -5.46
H 12.22 -24.45 -6.98
H 9.98 -23.60 -7.12
H 9.44 -18.42 -5.82
H 10.22 -16.80 -7.52
H 9.91 -17.38 -9.89
H 8.74 -19.50 -10.49
H 8.27 -21.18 -8.68
C 12.90 -24.54 -2.16
Te 12.65 -23.00 -0.71
C 12.89 -24.62 0.69
C 12.58 -25.90 -0.09
C 12.32 -27.07 0.55
C 12.01 -28.19 -0.17
C 12.06 -28.12 -1.52
C 12.27 -26.98 -2.20
C 12.60 -25.80 -1.48
H 13.95 -24.55 -2.40
H 12.29 -24.54 -3.10
H 12.19 -24.57 1.55
H 13.91 -24.58 1.09
H 12.29 -26.93 1.64
H 11.78 -29.13 0.37
H 11.76 -29.04 -2.09
H 12.32 -27.06 -3.29
```

**LUMO**: 0.30 eV
**Highest occupied orbital energy**: -6.9 eV
**Kohn-Sham gap**: 7.167 eV
**Multiplicity**: 1
**Energy above the lowest of the compared OMol25 structures with the same formula, charge and spin**: 13.2 kcal per mole

=====

Entry 2:
# C51H54ClN2O17

7 unconnected molecules or ions with the total composition C51H54ClN2O17 in a non-equilibrium geometry (ωB97M-V/def2-TZVPD, OMol25).

The geometry in XYZ format:
```
125
Properties=species:S:1:pos:R:3
C -1.22 -1.54 -1.69
C -0.09 -2.59 -1.29
C 0.38 -2.38 0.21
C 1.16 -1.02 0.27
N 2.56 -1.12 0.70
N 3.48 -1.04 -0.37
C 3.82 -2.44 -0.75
C 3.57 -2.76 -2.28
C 4.66 -0.21 -0.09
C 5.62 -0.39 -1.33
O 6.61 0.64 -1.43
C 6.18 1.46 -2.51
O 6.83 2.72 -2.48
C 6.15 3.51 -3.48
C 4.92 4.30 -2.90
O 3.72 3.80 -3.56
C 5.53 -0.72 1.16
O 6.67 -0.26 1.30
O 5.09 -1.58 1.95
C 4.33 1.29 0.20
Cl 2.71 1.82 -0.52
C 4.39 1.68 1.73
C 3.77 3.12 1.93
H -1.11 -1.41 -2.79
H -1.02 -0.54 -1.25
H -2.23 -1.89 -1.41
H 0.77 -2.32 -1.93
H -0.40 -3.64 -1.49
H -0.58 -2.29 0.79
H 0.97 -3.25 0.58
H 0.63 -0.39 1.02
H 1.10 -0.44 -0.68
H 2.79 -0.55 1.50
H 3.10 -3.09 -0.21
H 4.82 -2.78 -0.43
H 4.50 -3.26 -2.63
H 3.49 -1.84 -2.89
H 2.68 -3.40 -2.44
H 6.18 -1.35 -1.28
H 5.01 -0.46 -2.26
H 6.32 0.92 -3.48
H 5.10 1.67 -2.30
H 6.85 4.20 -3.99
H 5.78 2.83 -4.28
H 4.95 5.38 -3.08
H 4.78 4.03 -1.83
H 3.57 2.89 -3.25
H 5.05 2.00 -0.27
H 3.86 0.96 2.38
H 5.45 1.78 2.03
H 4.23 3.52 2.86
H 2.67 3.12 1.96
H 4.15 3.78 1.11
C -1.58 6.49 0.17
C -1.66 5.47 1.02
C -0.87 4.24 0.81
O -0.95 3.31 1.59
C 0.01 4.18 -0.37
C 0.10 5.20 -1.22
C -0.69 6.44 -1.02
O -0.62 7.37 -1.79
H -2.15 7.41 0.30
H -2.30 5.50 1.89
H 0.58 3.27 -0.50
H 0.74 5.17 -2.10
C 1.83 3.25 -6.28
C 1.29 2.32 -5.50
C 0.05 1.61 -5.91
O -0.45 0.76 -5.20
C -0.56 1.98 -7.21
C -0.01 2.92 -7.98
C 1.23 3.63 -7.57
O 1.72 4.48 -8.28
H 2.74 3.78 -5.99
H 1.72 2.03 -4.55
H -1.46 1.46 -7.49
H -0.44 3.21 -8.93
C -2.76 -7.64 -0.18
C -2.66 -6.33 0.03
C -3.26 -5.35 -0.91
O -3.17 -4.16 -0.72
C -3.96 -5.89 -2.10
C -4.05 -7.20 -2.31
C -3.46 -8.18 -1.37
O -3.55 -9.37 -1.56
H -2.33 -8.37 0.50
H -2.15 -5.92 0.89
H -4.38 -5.16 -2.78
H -4.56 -7.61 -3.18
C 1.05 -0.63 5.13
C 0.55 -0.34 6.32
C -0.14 0.95 6.57
O -0.60 1.22 7.66
C -0.25 1.89 5.43
C 0.25 1.60 4.23
C 0.94 0.31 3.99
O 1.39 0.04 2.90
H 1.56 -1.57 4.93
H 0.62 -1.01 7.16
H -0.76 2.83 5.63
H 0.17 2.27 3.39
C -5.86 5.14 3.06
C -6.93 4.35 3.16
C -6.87 3.09 3.95
O -7.84 2.36 4.04
C -5.59 2.76 4.61
C -4.53 3.55 4.51
C -4.58 4.81 3.73
O -3.62 5.54 3.63
H -5.89 6.06 2.49
H -7.87 4.58 2.68
H -5.57 1.83 5.18
H -3.59 3.32 4.99
C -5.88 -7.91 2.50
C -6.36 -7.59 3.70
C -7.04 -6.29 3.93
O -7.47 -5.99 5.02
C -7.17 -5.37 2.77
C -6.69 -5.70 1.57
C -6.01 -6.99 1.34
O -5.58 -7.29 0.25
H -5.38 -8.85 2.31
H -6.27 -8.24 4.55
H -7.67 -4.43 2.96
H -6.78 -5.04 0.72
```

**LUMO**: -0.66 eV
**Highest occupied orbital energy**: -4.2 eV
**Net charge**: -1
**Kohn-Sham gap**: 3.512 eV
**Multiplicity**: 1
**Energy above the lowest of the compared OMol25 structures with the same formula, charge and spin**: 0.0 kcal per mole

=====

Entry 3:
# C51H54N5O7P

3 unconnected molecules or ions with the total composition C51H54N5O7P (ωB97M-V/def2-TZVPD, OMol25).

The geometry in XYZ format:
```
118
Properties=species:S:1:pos:R:3
C -0.71 0.51 3.47
O -0.61 1.92 3.68
C -0.34 2.64 2.49
C -1.57 2.80 1.62
C -2.70 3.48 2.19
C -2.68 4.13 3.54
C -2.81 5.67 3.52
C -2.14 6.40 2.35
C -2.98 7.48 1.67
N -3.93 6.95 0.69
C -5.30 7.29 0.72
N -5.97 7.22 -0.36
N -5.83 7.72 1.94
C -3.84 3.60 1.47
O -4.90 4.25 2.01
C -6.05 3.41 2.28
C -6.87 4.09 3.38
C -6.55 3.56 4.79
C -8.37 4.17 3.05
C -9.12 2.88 2.67
C -8.97 2.49 1.19
C -8.83 1.68 3.57
C -3.91 3.15 0.13
N -5.05 3.38 -0.59
C -5.03 3.01 -1.83
C -3.89 2.42 -2.43
N -2.79 2.19 -1.76
C -2.78 2.54 -0.44
C -1.61 2.32 0.33
P -0.15 1.47 -0.39
C -0.84 -0.10 -1.00
O 0.14 2.35 -1.74
H 0.15 0.02 3.93
H -1.62 0.15 3.95
H -0.76 0.26 2.41
H 0.03 3.62 2.79
H 0.45 2.15 1.93
H -3.52 3.73 4.11
H -1.80 3.85 4.10
H -2.35 6.04 4.44
H -3.86 5.95 3.59
H -1.24 6.91 2.71
H -1.79 5.71 1.57
H -2.30 8.16 1.15
H -3.48 8.09 2.43
H -3.83 5.96 0.54
H -6.94 7.45 -0.19
H -5.30 7.41 2.74
H -6.80 7.47 2.04
H -5.68 2.44 2.62
H -6.60 3.30 1.36
H -6.50 5.12 3.37
H -6.15 2.54 4.75
H -5.83 4.20 5.30
H -7.45 3.53 5.40
H -8.50 4.89 2.24
H -8.86 4.61 3.93
H -10.19 3.11 2.80
H -8.71 3.35 0.57
H -8.19 1.73 1.05
H -9.90 2.06 0.81
H -7.92 1.16 3.27
H -8.76 1.95 4.63
H -9.65 0.97 3.50
H -5.92 3.19 -2.43
H -3.91 2.15 -3.48
H -0.06 -0.60 -1.58
H -1.74 -0.02 -1.61
H -1.05 -0.71 -0.12
H -0.45 2.10 -2.47
C 7.49 -3.56 -3.20
C 6.52 -3.62 -4.20
C 5.53 -2.66 -4.26
C 5.50 -1.62 -3.33
C 6.47 -1.57 -2.33
C 7.46 -2.54 -2.27
C 6.45 -0.50 -1.29
O 7.29 -0.45 -0.42
C 5.35 0.51 -1.36
C 5.27 1.49 -0.38
C 4.27 2.44 -0.43
C 3.33 2.42 -1.46
C 3.40 1.44 -2.44
C 4.40 0.48 -2.39
C 4.43 -0.59 -3.43
O 3.62 -0.61 -4.33
H 8.26 -4.32 -3.15
H 6.53 -4.43 -4.92
H 4.77 -2.69 -5.03
H 8.21 -2.48 -1.49
H 6.01 1.51 0.41
H 4.20 3.20 0.33
H 2.54 3.15 -1.50
H 2.67 1.40 -3.24
C 9.80 -10.28 -5.39
C 9.37 -8.98 -5.62
C 8.41 -8.40 -4.80
C 7.87 -9.14 -3.75
C 8.29 -10.45 -3.53
C 9.26 -11.01 -4.35
C 7.71 -11.27 -2.43
O 8.08 -12.40 -2.23
C 6.64 -10.65 -1.59
C 6.05 -11.40 -0.58
C 5.07 -10.84 0.22
C 4.68 -9.52 0.02
C 5.27 -8.76 -0.98
C 6.25 -9.32 -1.79
C 6.85 -8.50 -2.88
O 6.51 -7.34 -3.04
H 10.55 -10.72 -6.03
H 9.79 -8.40 -6.44
H 8.07 -7.39 -4.97
H 9.58 -12.03 -4.16
H 6.37 -12.42 -0.44
H 4.61 -11.43 1.00
H 3.92 -9.08 0.65
H 4.97 -7.73 -1.15
```

**LUMO**: -1.06 eV
**Highest occupied orbital energy**: -8.4 eV
**Kohn-Sham gap**: 7.390 eV
**Multiplicity**: 1

=====

Entry 4:
# C51H55CrN6O6PSSe

A molecular structure, C51H55CrN6O6PSSe (ωB97M-V/def2-TZVPD, OMol25).

The geometry in XYZ format:
```
122
Properties=species:S:1:pos:R:3
Cr -1.04 -0.84 -0.09
C -3.65 -1.78 2.67
C -2.63 -0.72 2.83
N -1.75 -0.37 1.91
C -1.02 0.67 2.43
C -1.46 0.94 3.70
N -2.47 0.05 3.92
C -1.08 1.89 4.77
O -0.06 2.68 4.54
O -1.71 1.90 5.81
C 0.02 1.32 1.59
O 0.69 2.26 2.04
O 0.11 0.84 0.42
H -4.11 -1.69 1.68
H -4.43 -1.69 3.43
H -3.20 -2.77 2.74
H -3.00 0.01 4.79
H 0.36 2.49 3.63
O -2.97 -1.97 -1.82
C -2.35 -2.28 -0.80
C -2.53 -3.69 -0.28
C -3.61 -4.48 -0.68
C -3.71 -5.79 -0.25
C -2.71 -6.34 0.56
C -1.63 -5.56 0.94
C -1.55 -4.22 0.56
P -0.15 -3.14 1.02
C 1.28 -4.18 0.57
C 1.44 -4.50 -0.78
C 2.56 -5.18 -1.21
C 3.54 -5.55 -0.30
C 3.40 -5.23 1.04
C 2.27 -4.54 1.48
C -0.12 -3.05 2.84
C 0.65 -2.01 3.37
C 0.71 -1.80 4.74
C -0.01 -2.62 5.60
C -0.77 -3.66 5.08
C -0.83 -3.88 3.71
H -4.34 -4.04 -1.35
H -4.55 -6.40 -0.55
H -2.77 -7.37 0.87
H -0.83 -6.01 1.53
H 0.68 -4.19 -1.49
H 2.67 -5.43 -2.26
H 4.42 -6.09 -0.64
H 4.17 -5.51 1.75
H 2.18 -4.28 2.52
H 1.21 -1.36 2.71
H 1.31 -0.99 5.13
H 0.03 -2.45 6.67
H -1.34 -4.30 5.75
H -1.44 -4.68 3.32
C -2.66 2.94 -5.64
C -3.52 2.98 -4.38
C -3.66 1.63 -3.69
C -2.40 1.12 -3.00
N -1.89 2.05 -2.00
C -2.46 2.27 -0.79
Se -3.85 1.31 -0.09
N -1.75 3.26 -0.17
C -2.05 3.86 1.12
C -2.67 5.24 0.98
C -4.09 5.23 0.42
C -5.12 4.69 1.40
C -0.71 3.65 -0.99
C 0.29 4.60 -0.81
C 1.20 4.76 -1.84
C 1.12 4.00 -3.01
C 0.13 3.04 -3.18
C -0.79 2.89 -2.15
H -2.65 3.91 -6.15
H -3.04 2.20 -6.35
H -1.62 2.68 -5.42
H -4.52 3.34 -4.65
H -3.11 3.72 -3.68
H -3.96 0.87 -4.42
H -4.45 1.68 -2.94
H -1.59 0.95 -3.72
H -2.60 0.17 -2.51
H -1.11 3.90 1.68
H -2.71 3.17 1.64
H -2.02 5.85 0.34
H -2.67 5.71 1.97
H -4.11 4.64 -0.50
H -4.35 6.25 0.13
H -4.96 3.63 1.58
H -6.13 4.81 1.02
H -5.05 5.22 2.36
H 0.36 5.18 0.11
H 1.99 5.50 -1.74
H 1.84 4.16 -3.79
H 0.08 2.44 -4.08
C 4.53 2.94 -2.27
C 4.63 1.95 -1.12
C 3.28 1.51 -0.56
N 2.48 0.74 -1.52
C 1.86 -0.42 -1.31
S 0.49 -0.86 -2.23
N 2.29 -1.27 -0.34
C 3.53 -1.53 0.26
O 3.56 -1.95 1.39
C 4.75 -1.42 -0.58
C 4.70 -1.61 -1.96
C 5.87 -1.54 -2.70
C 7.08 -1.27 -2.07
C 7.13 -1.08 -0.69
C 5.96 -1.17 0.05
H 5.52 3.24 -2.61
H 3.99 3.84 -1.97
H 4.00 2.51 -3.13
H 5.20 2.39 -0.30
H 5.19 1.07 -1.45
H 2.68 2.38 -0.29
H 3.40 0.92 0.34
H 2.02 1.29 -2.23
H 1.55 -1.89 0.00
H 3.76 -1.84 -2.45
H 5.84 -1.70 -3.77
H 7.99 -1.20 -2.66
H 8.07 -0.88 -0.21
H 5.98 -1.05 1.13
```

**LUMO (spin up / spin down)**: -0.17 / -0.15 eV
**Highest occupied orbital energy (spin up / spin down)**: -6.7 / -7.3 eV
**Kohn-Sham gap (spin up / spin down)**: 6.526 / 7.153 eV
**Multiplicity**: 5
**Energy above the lowest of the compared OMol25 structures with the same formula, charge and spin**: 0.0 kcal per mole